--- w ---
The following is a DFT calculation (wB97M-V/def2-TZVPD) of a cluster of 2 separate species, C2H6NO3 in total.

* 2S+1: 1
* net charge: -1
* orbital gap: 0.292 Eh

Bonds (Å) are listed after each position.
Positions of all 12 atoms, in Å:
1 O 0.233 -1.033 -1.495  C2 1.244
2 C 0.034 0.065 -0.944  O1 1.244, N3 1.312, H6 1.101
3 N 0.051 0.342 0.339  C2 1.312, C4 1.744, H7 1.016
4 C -0.087 1.991 0.891  N3 1.744, O5 1.270, H8 1.112, H9 1.102
5 O 0.806 2.788 0.465  C4 1.270
6 H -0.316 0.894 -1.576  C2 1.101
7 H 0.808 -0.118 0.835  N3 1.016
8 H -1.075 2.136 0.400  C4 1.112
9 H -0.111 1.782 1.973  C4 1.102
10 H 0.347 -2.453 -0.720  O12 0.996
11 H -0.824 -3.177 -0.051  O12 0.962
12 O 0.135 -3.217 -0.117  H10 0.996, H11 0.962

---

--- x ---
The following is a DFT calculation (wB97M-V/def2-TZVPD) of a cluster of 2 separate species, C2H6NO3 in total.

* 2S+1: 1
* net charge: -1
* orbital gap: 0.321 Eh

Bonds (Å) are listed after each position.
Positions of all 12 atoms, in Å:
1 C -1.490 -0.970 0.631  N2 1.452, H6 1.089, H7 1.091, H8 1.092
2 N -0.357 -0.064 0.572  C1 1.452, C3 1.449, H9 1.010
3 C -0.446 1.014 -0.391  N2 1.449, O4 1.276, O5 1.229
4 O 0.687 1.565 -0.594  C3 1.276
5 O -1.541 1.250 -0.896  C3 1.229
6 H -1.636 -1.606 -0.241  C1 1.089
7 H -2.373 -0.335 0.718  C1 1.091
8 H -1.453 -1.562 1.549  C1 1.092
9 H 0.564 -0.476 0.543  N2 1.010
10 H 2.042 0.808 -0.358  O12 1.006
11 H 3.151 0.163 -1.217  O12 0.949
12 O 2.852 0.213 -0.317  H10 1.006, H11 0.949

---

Stability summary - winner: x; margin: 0.0685 hartree.

---

--- w ---
The following is a DFT calculation (wB97M-V/def2-TZVPD) of a cluster of 2 separate species, C2H6NO3 in total.

* 2S+1: 1
* net charge: -1
* orbital gap: 0.306 Eh

Bonds (Å) are listed after each position.
Positions of all 12 atoms, in Å:
1 O -1.164 0.908 1.711  C2 1.243
2 C -0.728 0.093 0.881  O1 1.243, N3 1.318, H6 1.103
3 N -0.301 0.347 -0.340  C2 1.318, C4 1.825, H7 1.018
4 C -0.128 -0.917 -1.645  N3 1.825, O5 1.243, H8 1.117, H9 1.118
5 O -0.639 -2.001 -1.319  C4 1.243
6 H -0.650 -0.970 1.165  C2 1.103
7 H -0.310 1.341 -0.561  N3 1.018
8 H 0.975 -0.792 -1.771  C4 1.117
9 H -0.606 -0.263 -2.416  C4 1.118
10 H 2.042 0.739 0.009  O12 0.968
11 H 1.701 1.202 1.370  O12 0.967
12 O 2.438 1.228 0.744  H10 0.968, H11 0.967

---

--- x ---
The following is a DFT calculation (wB97M-V/def2-TZVPD) of a cluster of 2 separate species, C2H6NO3 in total.

* 2S+1: 1
* net charge: -1
* orbital gap: 0.326 Eh

Bonds (Å) are listed after each position.
Positions of all 12 atoms, in Å:
1 N 0.941 -0.715 -2.087  C2 1.462, H4 0.981, H5 0.984
2 C 0.259 -0.153 -0.921  N1 1.462, O3 1.411, H6 1.101, H7 1.086
3 O -0.882 -0.869 -0.502  C2 1.411, H12 0.988
4 H 0.352 -0.614 -2.866  N1 0.981
5 H 1.115 -1.679 -1.990  N1 0.984
6 H 1.019 0.003 -0.140  C2 1.101
7 H -0.047 0.855 -1.183  C2 1.086
8 O 0.627 1.220 1.743  C9 1.252
9 C -0.446 0.931 2.320  O8 1.252, O10 1.294, H11 1.117
10 O -1.454 0.279 1.836  C9 1.294
11 H -0.408 1.269 3.384  C9 1.117
12 H -1.075 -0.529 0.405  O3 0.988

---

Stability summary - winner: x; margin: 0.0367 hartree.

---

--- w ---
The following is a DFT calculation (wB97M-V/def2-TZVPD) of an isolated molecule of C3H5N3S.

* 2S+1: 1
* orbital gap: 0.300 Eh

Bonds (Å) are listed after each position.
Positions of all 12 atoms, in Å:
1 C -0.789 0.503 -0.160  C2 1.327, C3 1.455, N4 1.471
2 C -1.913 0.655 0.528  C1 1.327, H8 1.115, H9 1.086
3 C -0.298 -0.677 -0.856  C1 1.455, S7 2.196, H10 1.099, H11 1.163
4 N 0.239 1.553 -0.189  C1 1.471, N5 1.204
5 N 1.417 1.316 -0.274  N4 1.204, S7 1.775
6 N 2.177 -0.692 0.992  S7 1.528, H12 1.100
7 S 1.845 -0.395 -0.470  C3 2.196, N5 1.775, N6 1.528
8 H -1.777 1.576 1.142  C2 1.115
9 H -2.540 -0.209 0.725  C2 1.086
10 H -0.731 -1.637 -0.545  C3 1.099
11 H -0.319 -0.331 -1.967  C3 1.163
12 H 2.690 -1.661 1.074  N6 1.100

---

--- x ---
The following is a DFT calculation (wB97M-V/def2-TZVPD) of a cluster of 2 separate species, C3H5N3S in total.

* 2S+1: 1
* orbital gap: 0.297 Eh

Bonds (Å) are listed after each position.
Positions of all 12 atoms, in Å:
1 C 1.800 0.237 -0.417  C2 1.328, N4 1.396, H8 1.079
2 C 0.640 0.840 -0.651  C1 1.328, S7 1.823, H9 1.070
3 C 0.595 -1.458 0.384  N4 1.239, S7 1.868
4 N 1.727 -1.071 0.066  C1 1.396, C3 1.239
5 N -1.545 0.383 1.112  S7 1.529, H11 1.006
6 N -1.533 -0.624 -1.254  S7 1.521, H12 1.007
7 S -0.723 -0.203 -0.037  C2 1.823, C3 1.868, N5 1.529, N6 1.521
8 H 2.789 0.623 -0.608  C1 1.079
9 H 0.430 1.817 -1.034  C2 1.070
10 H 0.485 -3.377 0.577  no bonds
11 H -1.028 0.626 1.941  N5 1.006
12 H -2.472 -0.914 -1.035  N6 1.007

---

Stability summary - winner: w; margin: 0.1129 hartree.